A 2-piece molecular cluster, C2H4ClO4P overall. Source: OMol25; level of theory: ωB97M-V/def2-TZVPD.

Properties
Net charge   -2
HOMO level   -1.54 eV
E_LUMO   6.67 eV

Each line ends with the Mulliken charge.
Positions of all 12 atoms, in Å:
Cl (-3.019, -1.852, 0.593)  -0.91
O (0.807, 2.797, 0.498)  -0.75
P (0.958, 1.333, 0.496)  0.80
H (0.006, -1.502, -1.741)  0.25
O (-0.322, 1.080, -1.893)  -0.54
O (2.370, 0.817, 0.436)  -0.75
C (-0.149, -0.939, -0.747)  -0.70
C (-0.015, 0.547, -0.897)  0.55
H (0.398, -1.447, 0.116)  0.29
H (-0.137, -0.118, 1.714)  0.33
O (0.277, 0.710, 1.865)  -0.52
H (-1.173, -1.426, -0.439)  -0.03



One molecule with the formula C2H4ClOP. Source: OMol25; level of theory: ωB97M-V/def2-TZVPD.

Properties
Net charge   0
SMILES   C/C=P/OCl
HOMO level   -8.90 eV
E_LUMO   -0.52 eV

Each line ends with the Mulliken charge.
Positions of all 9 atoms, in Å:
P (-0.358, 1.676, -0.567)  0.13
H (-0.093, -1.095, -1.849)  0.32
O (-0.372, 2.308, 0.987)  -0.27
H (0.135, -0.003, 0.980)  0.21
C (0.046, 0.098, -0.088)  0.01
C (0.188, -1.215, -0.848)  -0.91
H (-0.557, -1.842, -0.274)  0.25
H (1.226, -1.445, -0.843)  0.28
Cl (-0.216, 1.519, 2.502)  -0.02



One molecule with the formula C2H4ClP. Source: OMol25; level of theory: ωB97M-V/def2-TZVPD.

Properties
Net charge   0
SMILES   ClP1CC1
HOMO level   -9.73 eV
E_LUMO   1.05 eV

Each line ends with the Mulliken charge.
Positions of all 8 atoms, in Å:
C (0.495, -0.618, -0.157)  -0.42
Cl (1.494, 0.946, -2.441)  -0.24
H (-0.042, 1.589, -0.448)  0.31
H (0.062, -1.574, 0.407)  0.27
C (-0.361, 0.582, -0.483)  -0.52
P (0.105, -0.424, -1.921)  0.12
H (1.468, -0.289, 0.253)  0.25
H (-1.386, 0.484, -0.049)  0.24



A 2-piece molecular cluster, C2H4ClP overall. Source: OMol25; level of theory: ωB97M-V/def2-TZVPD.

Properties
Net charge   0
HOMO level (alpha / beta)   -8.52 / -8.51 eV
E_LUMO (alpha / beta)   -1.44 / -1.46 eV

Each line ends with the Mulliken charge.
Positions of all 8 atoms, in Å:
C (1.464, -0.928, -0.661)  -0.40
H (2.157, -1.700, -0.344)  0.22
H (1.722, -0.340, -1.537)  0.22
Cl (-2.575, 1.761, 1.661)  -0.13
C (0.402, -0.642, 0.066)  -0.41
H (-0.164, 0.344, -0.119)  0.09
P (-3.220, 2.486, -0.106)  0.13
H (0.215, -0.981, 1.039)  0.28



A 2-piece molecular cluster, C2H4F2Si overall. Source: OMol25; level of theory: ωB97M-V/def2-TZVPD.

Properties
Net charge   0
HOMO level (alpha / beta)   -9.29 / -8.58 eV
E_LUMO (alpha / beta)   -0.84 / -0.35 eV

Each line ends with the Mulliken charge.
Positions of all 9 atoms, in Å:
H (2.250, -0.476, 1.643)  -0.07
H (-1.629, 1.282, 0.578)  0.27
C (-1.294, 0.468, 0.001)  -0.32
F (2.422, -0.826, -0.674)  -0.24
F (3.143, 1.293, 0.266)  -0.18
H (-1.850, -1.370, -1.088)  0.26
C (-2.023, -0.399, -0.650)  -0.49
H (-3.062, -0.180, -0.549)  0.23
Si (2.043, 0.208, 0.473)  0.54



An isolated ion of composition C2H4F3N2O and charge +1. Source: OMol25; level of theory: ωB97M-V/def2-TZVPD.

Properties
Net charge   +1
SMILES   N/C(=[NH+]\O)C(F)(F)F
HOMO level   -16.08 eV
E_LUMO   -4.31 eV

Each line ends with the Mulliken charge.
Positions of all 12 atoms, in Å:
H (0.360, -0.999, 1.516)  0.27
H (1.361, 0.882, -1.289)  0.29
O (2.122, -0.330, 0.687)  -0.37
N (0.443, 0.549, -1.345)  -0.29
H (-0.227, 1.040, -1.912)  0.30
F (-1.720, 0.769, 0.992)  -0.21
F (-2.184, 0.291, -1.121)  -0.23
N (0.723, -0.453, 0.767)  0.06
F (-1.881, -1.252, 0.435)  -0.20
C (0.042, 0.053, -0.215)  0.16
C (-1.522, -0.073, -0.010)  0.87
H (2.482, -0.478, 1.495)  0.34



C2H4F3NO5PbS2 as an isolated structure. Source: OMol25; level of theory: ωB97M-V/def2-TZVPD.

Properties
Net charge   0
HOMO level   -7.44 eV
E_LUMO   -0.32 eV

Each line ends with the Mulliken charge.
Positions of all 18 atoms, in Å:
S (-1.211, -0.731, -0.907)  1.05
C (-2.764, -0.349, 0.067)  0.65
H (-0.189, 1.446, 1.674)  0.25
O (-1.731, -1.588, -1.963)  -0.60
F (-2.443, 0.188, 1.227)  -0.22
O (1.450, 0.904, 0.224)  -0.30
S (0.892, 1.080, -1.361)  0.53
H (4.326, -2.262, 0.226)  0.22
H (0.392, 2.797, 0.743)  0.34
C (0.701, 1.839, 1.177)  -0.65
N (-0.690, 0.776, -1.102)  -0.38
H (1.476, 2.142, 1.893)  0.31
Pb (1.927, -1.258, -0.077)  1.08
O (-0.196, -1.484, -0.103)  -0.58
O (3.411, -2.366, 0.484)  -0.73
F (-3.520, 0.483, -0.621)  -0.21
O (1.615, -0.161, -1.869)  -0.56
F (-3.446, -1.455, 0.288)  -0.20



C2H4F6LiNO6S2 as an isolated structure. Source: OMol25; level of theory: ωB97M-V/def2-TZVPD.

Properties
Net charge   0
HOMO level   -10.14 eV
E_LUMO   -0.58 eV

Each line ends with the Mulliken charge.
Positions of all 22 atoms, in Å:
F (25.203, 3.173, 10.861)  -0.26
S (22.900, 0.724, 7.777)  0.92
H (26.869, 3.254, 8.449)  0.30
C (23.948, 3.431, 10.453)  0.76
F (23.789, -1.430, 8.976)  -0.25
O (22.418, 3.445, 8.373)  -0.57
S (23.747, 3.053, 8.656)  0.92
O (21.649, 0.612, 8.448)  -0.61
H (24.687, -0.384, 11.186)  0.30
F (23.130, 2.667, 11.192)  -0.23
O (24.817, 3.748, 8.000)  -0.66
O (27.088, 2.363, 8.763)  -0.54
O (22.916, 1.138, 6.412)  -0.61
N (24.049, 1.435, 8.676)  -0.41
O (25.537, 0.076, 11.253)  -0.55
C (23.571, -0.962, 7.730)  0.64
H (28.046, 2.322, 8.853)  0.28
F (22.680, -1.730, 7.125)  -0.19
Li (25.715, 1.309, 9.716)  0.94
F (23.661, 4.691, 10.672)  -0.20
F (24.717, -0.992, 7.066)  -0.23
H (25.990, -0.316, 12.005)  0.24